Record 1
C37H58ClN13O4SeTi | wB97M-V/def2-TZVPD

Each line ends with the Löwdin charge.
Geometry (Å):
Ti  0.1101  -0.1878  0.1288  0.9604
C  0.5071  4.3947  2.7567  -0.0419
N  -0.8001  4.2062  2.1723  -0.1318
C  -1.7255  5.2754  2.4951  -0.0294
C  -1.1933  3.1081  1.4701  -0.3827
N  -0.4368  2.4062  0.6661  0.0738
C  0.7403  3.0232  0.0873  -0.2118
C  0.8743  2.4789  -1.3350  -0.1457
N  1.1957  1.0451  -1.3325  -0.2311
C  0.8865  0.4881  -2.6491  -0.1685
C  0.9999  -1.0288  -2.6331  -0.1894
N  0.2202  -1.5854  -1.5245  -0.0052
C  -0.0657  -2.8862  -1.6748  -0.3690
N  -1.0710  -3.4967  -1.0298  -0.1393
C  -1.0240  -4.8998  -0.6761  -0.0235
C  -2.2721  -2.8399  -0.5827  -0.0516
N  0.6117  -3.6550  -2.5859  -0.1576
C  -0.0852  -4.6118  -3.4241  -0.0388
C  2.0466  -3.8429  -2.5782  -0.0351
C  2.6175  0.8384  -1.0031  -0.1299
C  2.7183  -0.1829  0.1263  -0.1983
N  1.8361  0.2458  1.2060  -0.0580
C  2.3697  0.3483  2.4184  -0.3435
N  1.6390  0.5651  3.5161  -0.0846
C  2.2476  0.6663  4.8293  -0.0092
C  0.1900  0.5930  3.5547  -0.0595
N  3.7531  0.2317  2.5483  -0.2151
C  4.3722  -0.7798  3.3863  -0.0440
C  4.6052  1.3526  2.1967  -0.0369
N  -2.5107  2.7284  1.6067  -0.1580
C  -3.4151  2.9140  0.4948  -0.0408
C  -3.1709  2.7139  2.8981  -0.0370
H  0.3843  4.6534  3.8107  0.1028
H  1.0914  3.4845  2.6770  0.0721
H  1.0398  5.2175  2.2756  0.1006
H  -1.2187  6.2241  2.3124  0.1034
H  -2.6041  5.2325  1.8584  0.0880
H  -2.0382  5.2493  3.5429  0.0996
H  0.6431  4.1168  0.0329  0.1338
H  1.6504  2.7993  0.6626  0.0912
H  -0.0879  2.6226  -1.8325  0.1193
H  1.6437  3.0333  -1.8879  0.1446
H  -0.1390  0.7582  -2.9026  0.0774
H  1.5554  0.9025  -3.4195  0.1538
H  0.6157  -1.4071  -3.5906  0.1315
H  2.0562  -1.3257  -2.5717  0.1027
H  -0.0317  -5.3078  -0.8354  0.1001
H  -1.2494  -4.9752  0.3882  0.0939
H  -1.7633  -5.4846  -1.2251  0.1078
H  -2.2248  -1.7981  -0.8763  0.0538
H  -3.1506  -3.3057  -1.0378  0.1176
H  -2.3829  -2.9133  0.5026  0.0795
H  -1.1547  -4.4339  -3.3968  0.0991
H  0.2611  -4.4844  -4.4510  0.1030
H  0.1176  -5.6437  -3.1309  0.0965
H  2.4878  -3.4243  -1.6774  0.0773
H  2.2513  -4.9147  -2.5800  0.1046
H  2.5287  -3.4175  -3.4616  0.0990
H  3.1822  0.5099  -1.8835  0.1419
H  3.0637  1.7735  -0.6512  0.1283
H  2.3656  -1.1721  -0.2236  0.0817
H  3.7620  -0.2880  0.4464  0.1343
H  3.2550  1.0647  4.7717  0.0888
H  1.6474  1.3387  5.4403  0.1010
H  2.2692  -0.3078  5.3229  0.1119
H  -0.2237  0.7728  2.5606  0.0376
H  -0.2055  -0.3500  3.9456  0.0861
H  -0.1207  1.3958  4.2259  0.0983
H  3.6537  -1.5642  3.6092  0.0999
H  5.2049  -1.2241  2.8344  0.1005
H  4.7810  -0.3760  4.3169  0.0904
H  4.0157  2.1489  1.7459  0.0896
H  5.0966  1.7524  3.0881  0.0982
H  5.3910  1.0490  1.4991  0.0972
H  -2.8687  2.8012  -0.4379  0.0868
H  -4.2182  2.1823  0.5586  0.0889
H  -3.8625  3.9170  0.5170  0.0972
H  -2.4572  2.8962  3.6967  0.0921
H  -3.9761  3.4507  2.9567  0.1001
H  -3.5956  1.7167  3.0411  0.0856
O  -6.6850  0.1798  -0.5754  0.1617
C  -5.5646  -0.5292  -0.5633  -0.4861
O  -5.4763  -1.6215  -0.0897  0.1671
C  -4.3666  0.0907  -1.2243  -0.0647
C  -4.1512  0.3955  -2.5608  -0.5726
Cl  -5.2297  0.4585  -3.8762  0.8367
N  -2.8265  0.6471  -2.7143  -0.0660
N  -2.1670  0.5228  -1.5568  0.1641
C  -3.0860  0.1955  -0.6477  -0.2028
C  -2.6994  -0.0091  0.7795  -0.5173
O  -3.4858  -0.0963  1.6841  0.1697
O  -1.4058  -0.0989  0.9056  -0.2774
C  -2.1846  0.8853  -3.9620  -0.2716
C  -1.8374  -0.2059  -4.7509  -0.0292
C  -1.2396  0.0093  -5.9800  -0.0515
C  -1.0047  1.3029  -6.4222  -0.0493
C  -1.3531  2.3873  -5.6316  -0.0471
C  -1.9464  2.1833  -4.3960  -0.0130
H  -6.6296  1.0222  -1.0471  0.1267
H  -2.0490  -1.2058  -4.4004  0.1239
H  -0.9742  -0.8330  -6.6001  0.1157
H  -0.5593  1.4624  -7.3917  0.1168
H  -1.1799  3.3907  -5.9916  0.1171
H  -2.2409  3.0206  -3.7815  0.1231
Se  0.0834  -2.2066  1.7141  0.9486
C  1.2161  -3.7986  1.7859  -0.5446
C  0.7119  -4.8679  2.5262  -0.1233
C  1.4800  -6.0165  2.6342  -0.1267
N  2.6662  -6.1497  2.0677  0.0725
C  3.1472  -5.1362  1.3770  -0.1429
C  2.4675  -3.9354  1.2034  -0.1175
H  -0.2532  -4.7765  3.0048  0.1010
H  1.1220  -6.8700  3.1913  0.1163
H  4.1246  -5.2938  0.9382  0.1119
H  2.9145  -3.1213  0.6493  0.0748

Computed properties:
Charge: +2
HOMO: -12.681 eV
Orbital gap: 6.76 eV
Energy relative to the best compared isomer or geometry (same formula, charge and spin): 1.863 eV

---

Record 2
C37H58F5IN4O7 | wB97M-V/def2-TZVPD

Each line ends with the Löwdin charge.
Geometry (Å):
H  2.4257  3.3420  1.2303  0.0439
N  1.7916  3.8289  0.5977  0.1388
C  0.9448  3.0189  0.1221  -0.2336
C  -0.1178  3.5203  -0.8247  -0.1060
C  -0.4390  2.6594  -2.0541  -0.1868
C  0.8943  2.3797  -2.8711  -0.3470
F  1.7208  3.4323  -2.6257  0.1221
F  0.7231  2.4110  -4.2095  0.1317
C  1.7636  1.1121  -2.6213  -0.5037
F  1.4222  0.0951  -3.4140  0.1639
F  3.0405  1.4205  -2.9536  0.1570
F  1.7853  0.7228  -1.3427  0.1557
N  -1.0402  3.6499  -2.9958  0.1050
C  -2.2267  3.1548  -3.5750  -0.4117
O  -2.6149  3.3025  -4.6903  0.1697
C  -2.9067  2.3962  -2.3887  -0.2365
C  -4.1657  1.7411  -2.9855  -0.1259
C  -4.8731  0.6250  -2.2031  -0.1511
C  -6.3227  0.5160  -2.6855  -0.2590
O  -7.1546  -0.1574  -1.7538  -0.0525
C  -3.3891  3.6147  -1.5299  -0.0544
C  -4.4525  3.3908  -0.4772  -0.2090
C  -5.8054  3.4465  -0.7841  -0.0576
C  -6.7935  3.2711  0.1664  -0.0778
C  -6.4604  3.0325  1.4910  -0.0735
C  -5.1199  3.0170  1.8324  -0.0913
C  -4.1500  3.1974  0.8617  -0.0769
C  -1.6391  1.5488  -1.9981  -0.1843
C  -1.4585  0.4623  -3.0723  -0.0773
C  -1.0555  -1.0070  -2.7524  -0.1464
C  -0.0874  -1.4084  -1.6185  -0.2063
C  -0.4986  -2.6786  -1.0300  -0.1449
C  -0.8139  -3.7525  -0.6110  0.1300
C  -1.7617  1.1287  -0.5118  -0.1513
C  -2.5339  -0.0804  -0.0781  -0.7443
O  -2.9873  -0.9935  -0.6530  0.0382
I  -2.7646  -0.1221  2.1301  0.7799
H  0.9673  1.9717  0.4309  0.1079
H  -0.9740  3.6961  -0.1767  0.1095
H  0.2359  4.5099  -1.0952  0.1246
H  -1.0616  4.6100  -2.6985  0.1444
H  -3.9778  1.3677  -3.9885  0.1195
H  -4.8865  2.5350  -3.1500  0.1033
H  -4.8973  0.7829  -1.1303  0.1072
H  -4.4143  -0.3260  -2.4533  0.1068
H  -6.7360  1.5065  -2.8953  0.1067
H  -6.3477  -0.0092  -3.6387  0.1230
H  -7.5297  0.5155  -1.1803  0.0723
H  -2.6130  4.2275  -1.0846  0.1079
H  -3.8639  4.2831  -2.2506  0.1364
H  -6.1203  3.6390  -1.8002  0.1119
H  -7.8278  3.3053  -0.1442  0.1067
H  -7.2161  2.8706  2.2441  0.1048
H  -4.8010  2.8595  2.8510  0.0998
H  -3.1110  3.1858  1.1700  0.0943
H  -0.7954  0.8107  -3.8589  0.1095
H  -2.3746  0.3318  -3.6365  0.1104
H  -0.6221  -1.3990  -3.6707  0.1162
H  -1.9528  -1.6027  -2.6516  0.0950
H  0.8933  -1.6195  -2.0328  0.1076
H  0.0680  -0.7131  -0.8002  0.0896
H  -0.7510  -4.7796  -0.3434  0.0169
H  -0.7703  0.9849  -0.0848  0.0912
H  -2.1660  1.9356  0.0840  0.0552
C  8.1247  7.3339  3.7790  -0.1150
O  7.7379  7.2584  2.4209  -0.1921
C  8.5702  6.4340  1.6130  -0.2155
C  7.8673  5.1531  1.2118  -0.2148
N  7.6931  4.2577  2.3496  -0.0513
C  6.7959  3.1297  2.1113  -0.1983
C  5.3432  3.4123  1.7345  -0.2379
O  4.5565  3.9735  2.7715  -0.1940
C  4.6976  5.3732  2.9436  -0.0943
H  7.5671  8.1516  4.2332  0.0886
H  7.8847  6.4149  4.3247  0.0750
H  9.1935  7.5426  3.8784  0.0874
H  9.5232  6.2264  2.1078  0.1215
H  8.7830  7.0036  0.7042  0.1213
H  8.4660  4.6452  0.4498  0.1237
H  6.9085  5.4350  0.7584  0.1042
H  7.3442  4.7867  3.1365  0.0657
H  6.7836  2.5397  3.0312  0.1199
H  7.2381  2.4964  1.3356  0.1179
H  4.8814  2.4455  1.5129  0.1163
H  5.2530  4.0088  0.8188  0.1124
H  4.8656  5.8879  1.9953  0.0908
H  5.5018  5.6074  3.6455  0.0710
H  3.7705  5.7459  3.3792  0.0891
C  -2.4975  -11.1497  0.3562  -0.1144
O  -2.0135  -11.0211  1.6789  -0.1923
C  -0.6836  -11.4889  1.8711  -0.2162
C  0.2837  -10.3446  2.0964  -0.2163
N  0.4884  -9.5674  0.8800  -0.0520
C  1.1884  -8.2990  1.0723  -0.1986
C  0.5687  -7.2480  1.9908  -0.2239
O  -0.6211  -6.6565  1.5012  -0.1982
C  -1.8047  -7.4081  1.7032  -0.0924
H  -3.5724  -10.9777  0.3828  0.0889
H  -2.0518  -10.4091  -0.3166  0.0752
H  -2.3140  -12.1522  -0.0400  0.0874
H  -0.3620  -12.1238  1.0406  0.1215
H  -0.6987  -12.1041  2.7751  0.1210
H  1.2453  -10.7534  2.4213  0.1234
H  -0.1192  -9.7330  2.9137  0.1035
H  -0.4078  -9.3796  0.4528  0.0658
H  1.2908  -7.8454  0.0832  0.1190
H  2.2012  -8.5156  1.4269  0.1172
H  1.2877  -6.4281  2.0651  0.1216
H  0.4188  -7.6161  3.0126  0.1117
H  -1.7786  -7.9699  2.6395  0.0889
H  -1.9945  -8.0849  0.8661  0.0721
H  -2.6372  -6.7053  1.7444  0.0902

Computed properties:
HOMO: -8.710 eV
Orbital gap: 9.03 eV
Structure (SMILES): [H]/N=C/C[C@]1(C(F)(F)C(F)(F)F)NC(=O)[C@](CCCO)(Cc2ccccc2)[C@]1(CCCC#C)CC(=O)I.COCCNCCOC.COCCNCCOC

---

Question: The highest orbital gap belongs to which entry?
Answer: C37H58F5IN4O7

---

Question: The lowest HOMO belongs to which entry?
Answer: C37H58ClN13O4SeTi

---

Question: Which of these has the lowest HOMO?
Answer: C37H58ClN13O4SeTi

---

Question: The lowest orbital gap belongs to which entry?
Answer: C37H58ClN13O4SeTi